Entry 1:
{
  "formula": "C25H20Cl2NOPS4Tm",
  "method": "ωB97M-V with the def2-TZVPD basis set",
  "gap_ev": [3.09, 5.65],
  "total_charge": -2,
  "e_above_lowest_ev": 0.000,
  "e_tot_ev": -136993.8645,
  "largest_force_ev_per_a": 0.68,
  "multiplicity": 4,
  "lumo_energy_ev": [4.144, 4.140],
  "elements": ["Tm", "O", "N", "C", "C", "C", "C", "C", "S", "H", "H", "H", "H", "S", "C", "S", "S", "Cl", "C", "C", "C", "C", "C", "C", "P", "C", "C", "C", "C", "C", "C", "C", "C", "C", "C", "C", "C", "H", "H", "H", "H", "H", "H", "H", "H", "H", "H", "H", "H", "H", "H", "Cl", "C", "H", "H"],
  "positions_angstrom": [[1.11508, -0.25785, -2.40508], [1.95862, 0.80037, -0.65744], [3.08563, 1.42667, -0.40215], [3.24677, 1.91043, 0.84937], [4.37170, 2.60107, 1.20404], [5.36562, 2.78250, 0.23109], [5.20238, 2.24947, -1.01519], [4.04431, 1.51023, -1.37452], [3.80610, 0.73351, -2.85650], [2.41887, 1.69820, 1.50789], [4.46412, 2.97715, 2.21211], [6.26833, 3.33301, 0.46816], [5.95944, 2.35458, -1.77938], [0.08269, -4.65652, -4.16444], [0.40262, -3.05982, -3.79439], [-0.83591, -1.96421, -3.23497], [2.01348, -2.37870, -3.93995], [1.74038, -2.26050, -0.44916], [0.21053, -2.97625, 0.13298], [0.14400, -4.32595, 0.24850], [-0.99720, -4.92568, 0.83615], [-2.01943, -4.06579, 1.31866], [-1.94585, -2.70625, 1.19164], [-0.82700, -2.05876, 0.54068], [-0.79137, -0.40484, -0.00401], [-0.29582, 0.65657, 1.45314], [-0.27575, 2.04761, 1.33705], [0.17296, 2.84851, 2.37700], [0.64289, 2.26357, 3.54979], [0.65651, 0.88202, 3.66349], [0.18589, 0.08571, 2.62025], [-2.57348, 0.07519, -0.10725], [-3.29631, -0.40840, -1.19917], [-4.64630, -0.13291, -1.34175], [-5.31317, 0.63335, -0.39264], [-4.61327, 1.10777, 0.70461], [-3.25781, 0.82581, 0.84550], [0.96714, -4.92794, -0.11525], [-1.08766, -6.00130, 0.88768], [-2.89776, -4.49583, 1.79145], [-2.76579, -2.09617, 1.55568], [-0.60967, 2.50503, 0.41048], [0.17330, 3.92720, 2.26802], [1.00392, 2.88291, 4.36323], [1.03055, 0.41526, 4.56787], [0.18538, -0.99777, 2.69506], [-2.79736, -1.02604, -1.93618], [-5.17723, -0.52324, -2.20169], [-6.36946, 0.84954, -0.50583], [-5.11928, 1.69520, 1.46284], [-2.73699, 1.19405, 1.72069], [-0.85326, 2.03594, -2.54722], [0.41167, 1.54669, -3.84487], [0.97101, 2.46642, -4.02346], [-0.19877, 1.32920, -4.72260]]
}

---

Entry 2:
{
  "formula": "C8H16IN2",
  "method": "ωB97M-V with the def2-TZVPD basis set",
  "gap_ev": 9.48,
  "total_charge": 1,
  "e_above_lowest_ev": 1.866,
  "e_tot_ev": -19627.1132,
  "largest_force_ev_per_a": 4.16,
  "lumo_energy_ev": -4.526,
  "elements": ["C", "C", "C", "C", "C", "C", "C", "C", "N", "N", "I", "H", "H", "H", "H", "H", "H", "H", "H", "H", "H", "H", "H", "H", "H", "H", "H"],
  "positions_angstrom": [[0.22959, 1.72892, -2.59446], [0.00072, 0.22457, -2.69790], [0.51708, 1.94933, -1.10288], [-0.83076, -0.06242, -1.45215], [-0.25940, 0.83566, -0.36329], [0.23183, -1.96695, 3.66558], [0.74135, 0.07748, 0.59125], [-0.72508, -1.14141, 2.89882], [-0.03724, -2.03681, 0.30816], [0.13065, -1.09272, 1.05267], [-2.62391, -1.93234, 2.49811], [1.04018, 2.08132, -3.22896], [-0.68121, 2.25697, -2.88006], [-0.51093, -0.06428, -3.61191], [0.95174, -0.30927, -2.65489], [1.58977, 1.87631, -0.91782], [0.19488, 2.93568, -0.77150], [-1.88037, 0.18048, -1.62458], [-0.80359, -1.13185, -1.17569], [-1.04953, 1.24812, 0.26569], [0.29871, -2.98462, 3.28448], [-0.10962, -2.03608, 4.70254], [1.22160, -1.51220, 3.67790], [1.01381, 0.72526, 1.42215], [1.61890, -0.18115, -0.00850], [-0.73368, -0.07725, 3.08878], [-0.63078, -2.79933, 0.65513]]
}

---

Entry 3:
{
  "formula": "C39H52N4OP2Pd",
  "method": "ωB97M-V with the def2-TZVPD basis set",
  "gap_ev": [7.52, 6.44],
  "e_above_lowest_ev": 0.000,
  "e_tot_ev": -71347.2275,
  "largest_force_ev_per_a": 3.85,
  "multiplicity": 3,
  "lumo_energy_ev": [-0.178, -1.734],
  "elements": ["Pd", "C", "C", "C", "C", "C", "C", "C", "C", "C", "H", "H", "H", "H", "H", "H", "H", "H", "H", "H", "H", "H", "H", "H", "H", "P", "P", "N", "N", "N", "N", "C", "C", "C", "C", "C", "C", "C", "C", "C", "C", "C", "C", "C", "C", "C", "C", "C", "C", "H", "H", "H", "H", "H", "H", "H", "H", "H", "H", "H", "H", "H", "H", "H", "H", "H", "H", "H", "H", "C", "C", "C", "C", "C", "C", "C", "C", "C", "C", "C", "C", "O", "H", "H", "H", "H", "H", "H", "H", "H", "H", "H", "H", "H", "H", "H", "H", "H", "H"],
  "positions_angstrom": [[0.94845, -3.43191, -5.19222], [1.96138, -0.04655, 0.03397], [1.81771, -0.35001, -1.26137], [2.66044, -1.35719, -1.99915], [2.25453, -2.82744, -1.87640], [1.96000, -3.44107, -0.51900], [2.53544, -3.09922, 0.61880], [3.56810, -2.02318, 0.75905], [3.06519, -0.56055, 0.91400], [-0.39231, -2.68370, -3.78099], [1.31146, 0.70558, 0.50244], [1.06801, 0.16676, -1.87090], [3.72361, -1.23488, -1.76456], [2.51324, -1.09500, -3.05978], [1.34316, -2.93515, -2.48266], [3.01886, -3.41569, -2.42422], [1.25488, -4.28666, -0.59336], [2.31171, -3.66602, 1.52855], [4.34857, -2.09920, -0.01453], [4.05211, -2.26970, 1.71717], [2.71981, -0.48377, 1.95359], [3.95541, 0.07970, 0.81702], [-0.19738, -1.60306, -3.84557], [-0.49643, -3.09076, -2.75455], [-1.22824, -3.00429, -4.40833], [1.43912, -5.56438, -4.80599], [2.97112, -2.81226, -6.05845], [1.99440, -6.72275, -3.47263], [0.60818, -6.79719, -5.73906], [4.65727, -2.90239, -5.35392], [3.49244, -1.90848, -7.50728], [3.08255, -5.52193, -5.64498], [3.02671, -4.50654, -6.78966], [1.58409, -6.80284, -2.14995], [2.24406, -7.87391, -1.54250], [3.05321, -8.48501, -2.53085], [2.87767, -7.77393, -3.70082], [-0.74673, -6.72873, -6.07117], [-1.01897, -7.71874, -7.00400], [0.20344, -8.41232, -7.26541], [1.18362, -7.83660, -6.47703], [5.07920, -2.24196, -4.20298], [6.38625, -2.62403, -3.90031], [6.80207, -3.53553, -4.91859], [5.74250, -3.66013, -5.80441], [4.72164, -1.89114, -8.19186], [4.53425, -1.33257, -9.44959], [3.14034, -1.00897, -9.56396], [2.52800, -1.38604, -8.37554], [3.45185, -6.49186, -6.00207], [3.77671, -5.19390, -4.85145], [3.90316, -4.57918, -7.43631], [2.08878, -4.59631, -7.37285], [0.87042, -6.09063, -1.77069], [2.15905, -8.17584, -0.51014], [3.69605, -9.35170, -2.43385], [3.34063, -7.91785, -4.66653], [-1.36724, -5.97326, -5.61893], [-1.97715, -7.93349, -7.44086], [0.35638, -9.23686, -7.93981], [2.23905, -8.04511, -6.40590], [4.45578, -1.49547, -3.74851], [6.98224, -2.29360, -3.06155], [7.75396, -4.03961, -5.01971], [5.69809, -4.19749, -6.73743], [5.62472, -2.26486, -7.73669], [5.30709, -1.18908, -10.19148], [2.66112, -0.56167, -10.42056], [1.50084, -1.33502, -8.05410], [-1.94096, 0.06503, 3.95215], [-0.74969, 0.99838, 3.78151], [0.36368, 0.26583, 3.05907], [-1.19533, 2.33118, 3.20697], [-2.12764, 3.06125, 3.91600], [-2.65352, 4.25895, 3.43423], [-2.29995, 4.72816, 2.16398], [-1.36918, 4.04607, 1.40379], [-0.95249, 4.51687, -0.00159], [-2.10685, 5.11551, -0.82578], [0.22716, 5.50010, 0.05938], [-0.64112, 2.92256, 1.99263], [0.44464, 2.55739, 1.47181], [-2.34953, -0.19811, 2.97185], [-2.74403, 0.51201, 4.54029], [-1.63618, -0.85712, 4.44925], [-0.37479, 1.23137, 4.78647], [0.01648, -0.13220, 2.10488], [1.21088, 0.92136, 2.87306], [0.70151, -0.58123, 3.66347], [-2.47260, 2.66748, 4.87635], [-3.36626, 4.82210, 4.03761], [-2.76084, 5.63812, 1.75852], [-0.60218, 3.60678, -0.51795], [-2.45326, 6.06538, -0.39252], [-1.74976, 5.30422, -1.84787], [-2.94486, 4.40709, -0.87787], [1.07601, 5.01746, 0.56146], [0.52590, 5.78625, -0.95879], [-0.05953, 6.40574, 0.61642]]
}